(1)
# C37H72N10O7P2

3 unconnected molecules or ions with the total composition C37H72N10O7P2 in a non-equilibrium geometry (ωB97M-V/def2-TZVPD, the OMol25 dataset).

Output
Kohn-Sham gap, eV: 7.27
Charge: 0
Highest occupied orbital energy, eV: -7.757
Lowest unoccupied orbital energy, eV: -0.49

Geometry as XYZ:
```
128
Properties=species:S:1:pos:R:3:forces:R:3:mulliken_charge:R:1
H 3.825321 -6.922077 -4.046880 0.0 0.1 0.0 0.260
N 4.184892 -6.082812 -3.592083 0.0 0.0 0.0 -0.627
C 3.779812 -5.033427 -4.172396 0.5 -0.2 0.2 -0.168
C 4.230863 -3.664593 -3.630412 -0.8 -0.7 -0.5 -1.458
C 3.119679 -2.665258 -3.912841 0.1 0.3 0.6 0.913
C 3.197876 -1.670927 -4.896552 0.2 0.1 0.1 0.578
C 4.458322 -1.521471 -5.723366 0.7 -0.3 0.0 -0.971
O 4.955576 -0.163220 -5.665752 -0.6 -0.2 0.5 -0.136
N 5.972966 0.014020 -6.643239 -0.1 0.1 -0.6 0.069
O 5.509302 0.433385 -7.629125 0.4 0.0 0.1 -0.241
C 2.115132 -0.800528 -5.114919 0.5 0.8 -0.9 0.527
C 2.120639 0.290354 -6.189030 -0.8 -0.3 0.2 -1.179
C 1.836172 1.682870 -5.601810 0.1 0.1 0.3 -0.093
O 2.287729 2.084499 -4.556569 -0.1 -0.4 -0.5 -0.494
C 0.989666 -0.942385 -4.348553 -0.8 -0.5 0.7 0.636
C 0.899505 -1.924959 -3.355663 -0.1 0.4 -0.4 0.351
C 1.955552 -2.780165 -3.113928 -0.3 -1.0 0.2 0.585
C 1.804322 -3.806535 -1.987512 -0.1 1.2 0.3 -1.390
C 1.948900 -3.015990 -0.634937 0.4 -0.5 -0.9 -0.704
N 3.203483 -2.245692 -0.722161 -0.1 -0.2 0.5 -0.249
C -0.477637 -1.840596 -2.698424 1.8 -0.5 -0.8 0.016
O -0.904955 -2.593348 -1.856961 -0.4 0.8 -0.1 -0.606
N -1.093866 -0.762291 -3.332390 -0.6 0.7 0.9 0.319
C -1.987145 0.124996 -2.580143 -1.4 0.2 -0.2 -1.048
C -3.196919 -0.578971 -1.958338 -0.8 0.3 0.0 -0.335
C -4.194387 0.420606 -1.284036 0.6 -1.4 0.1 -0.587
C -5.020883 -0.413446 -0.266603 0.6 0.3 0.6 -0.923
C -4.234632 -0.643748 1.059876 -0.2 0.5 -0.5 -0.651
C -4.479064 0.512548 2.055810 0.4 -0.8 0.1 -0.357
C -3.636085 0.260786 3.352642 0.3 0.6 -1.7 -0.618
C -2.286628 1.039291 3.239799 -0.3 0.4 1.1 -0.759
C -1.874593 1.557134 4.647904 0.3 -1.4 -0.7 -0.604
C -1.578876 0.321738 5.575031 -0.3 0.8 -0.5 -0.996
C -0.327151 -0.200894 -4.373984 0.6 -0.5 -0.1 0.032
O -0.713705 0.661539 -5.128814 0.2 -0.3 0.5 -0.651
H 3.098651 -5.109055 -5.037427 0.2 0.5 0.1 0.406
H 4.380652 -3.824039 -2.557285 0.0 0.4 -0.3 0.188
H 5.197184 -3.408834 -4.073176 -0.2 0.0 0.1 0.358
H 5.273500 -2.153088 -5.347457 -0.4 0.0 -0.1 0.212
H 4.313005 -1.817226 -6.776551 -0.3 0.3 0.2 0.373
H 1.272988 0.054465 -6.853927 0.3 0.2 0.0 0.443
H 3.041691 0.295683 -6.778800 -0.3 0.2 0.2 0.493
H 1.133233 2.325757 -6.178227 0.4 -0.2 -0.1 0.354
H 0.804201 -4.253003 -2.052355 0.4 -0.1 0.1 0.462
H 2.596860 -4.557256 -1.995644 -0.4 0.0 -0.1 0.472
H 1.099193 -2.343208 -0.484446 0.1 -0.3 0.0 0.275
H 1.970771 -3.779698 0.153786 0.0 0.4 0.1 0.405
H 3.028741 -1.257566 -0.596483 0.2 -0.1 0.1 0.198
H 3.884060 -2.556474 -0.037537 0.0 0.3 0.0 0.099
H -1.465570 0.717555 -1.808839 0.2 -0.4 -0.2 0.260
H -2.376430 0.857916 -3.302279 0.2 -0.2 0.1 0.359
H -2.943766 -1.320826 -1.194898 0.4 0.1 -0.3 0.409
H -3.763137 -1.107797 -2.741133 0.3 0.0 0.1 0.181
H -4.855060 0.865338 -2.036952 0.3 0.2 0.2 0.454
H -3.576033 1.159630 -0.752551 -0.5 0.2 -0.1 0.337
H -5.940640 0.122185 0.008511 0.0 -0.4 -0.3 0.378
H -5.224960 -1.405914 -0.691920 -0.4 0.4 -0.1 0.425
H -3.156788 -0.682229 0.822870 -0.2 -0.1 0.2 0.186
H -4.486484 -1.615743 1.510641 -0.1 0.3 -0.1 0.444
H -5.553326 0.608645 2.262548 0.2 0.0 0.0 0.169
H -4.147612 1.432374 1.552884 -0.3 0.0 0.3 0.215
H -4.203919 0.542462 4.246437 0.3 -0.1 -0.1 0.453
H -3.404181 -0.812637 3.340373 -0.3 0.2 0.6 0.325
H -1.498845 0.395089 2.821305 -0.2 0.2 0.1 0.312
H -2.374463 1.917374 2.584017 -0.2 -0.3 0.0 0.436
H -2.724563 2.123831 5.046045 0.4 0.2 0.0 0.273
H -0.972914 2.173575 4.533052 -0.4 0.1 0.3 0.378
H -2.359273 0.277631 6.342755 0.5 -0.2 0.1 0.271
H -0.570429 0.414270 5.990408 -0.3 -0.2 0.3 0.329
H -1.641215 -0.606754 4.995277 0.1 0.2 0.2 0.266
C 9.143870 -3.891764 -0.349412 0.3 -0.1 0.1 -1.132
N 8.379596 -2.671294 -0.237048 0.1 -0.2 -0.3 0.253
C 7.823696 -2.263834 -1.521450 -0.1 0.4 0.2 -1.370
P 7.719015 -1.900453 1.161073 3.6 -6.2 0.8 0.994
O 6.317101 -2.466880 1.086562 -0.9 3.6 -0.5 -0.904
N 8.141497 -2.608688 2.696498 0.7 -0.6 0.6 0.111
C 8.513239 -4.013202 2.818909 0.0 -0.2 -0.4 -1.042
C 7.155244 -2.283716 3.726841 -0.2 0.3 -0.2 -1.096
N 9.122475 -0.854236 1.331995 -3.1 3.8 0.2 0.052
C 8.957227 0.484740 0.765663 0.0 -0.1 -0.2 -0.977
C 10.485867 -1.285054 1.304055 0.2 -0.9 -0.1 -0.847
H 9.912948 -3.775549 -1.123204 -0.1 0.0 -0.1 0.397
H 8.518971 -4.755560 -0.613278 0.0 0.0 0.0 0.323
H 9.692861 -4.140623 0.553957 -0.1 0.1 0.1 0.292
H 8.514335 -1.592099 -2.046235 0.0 -0.1 -0.1 0.247
H 6.874447 -1.736306 -1.398569 0.0 0.0 0.0 0.420
H 7.622715 -3.124709 -2.165575 0.0 -0.1 0.1 0.414
H 7.886768 -4.675486 2.208468 0.0 -0.1 0.0 0.325
H 8.439377 -4.349970 3.854116 -0.2 0.2 0.0 0.396
H 9.562159 -4.164819 2.555128 -0.1 0.0 -0.1 0.251
H 6.266149 -2.920782 3.657609 0.0 0.1 0.0 0.350
H 6.824578 -1.244806 3.636686 0.0 0.0 0.0 0.335
H 7.590681 -2.396811 4.721367 0.1 0.0 -0.1 0.383
H 9.130371 0.497908 -0.321467 0.1 0.1 0.0 0.315
H 9.640411 1.197803 1.233767 0.0 -0.1 0.0 0.328
H 7.943737 0.852019 0.948032 0.0 0.0 0.0 0.321
H 10.864359 -1.413852 0.279366 -0.1 -0.1 0.0 0.273
H 10.640693 -2.213681 1.852181 -0.2 -0.1 0.0 0.189
H 11.108678 -0.538952 1.804136 -0.2 0.2 0.0 0.366
C -9.736838 3.007672 3.751590 -0.3 0.1 -0.1 -1.105
N -8.565579 3.851984 3.747479 -0.2 -0.2 0.2 0.276
C -7.886254 3.836854 5.036094 0.2 0.4 -0.2 -1.241
P -7.671662 4.503284 2.419107 -5.6 -4.2 -1.4 0.795
O -6.591920 3.446747 2.332672 2.2 2.9 0.9 -0.733
N -8.346281 4.226879 0.835008 -0.9 -0.2 -0.6 0.103
C -9.226278 3.097631 0.560748 -0.1 -0.2 0.4 -1.127
C -7.319555 4.295742 -0.204789 0.3 0.2 0.2 -1.106
N -8.571893 6.013951 2.466387 4.3 2.4 0.1 0.070
C -7.904051 7.099009 3.184919 0.0 -0.2 0.2 -0.992
C -9.996136 6.129252 2.522813 -0.5 -0.8 0.0 -0.831
H -10.397263 3.296216 4.578873 0.1 -0.1 0.1 0.396
H -9.487279 1.943998 3.866459 0.0 0.0 0.0 0.309
H -10.346356 3.112688 2.858924 0.2 0.0 -0.1 0.269
H -8.263555 4.639627 5.681762 0.0 -0.1 0.1 0.263
H -6.809076 3.979141 4.922126 0.0 0.0 0.0 0.379
H -8.023415 2.884014 5.554480 0.0 0.0 -0.1 0.385
H -8.894023 2.170092 1.044374 -0.1 -0.1 -0.1 0.321
H -9.295448 2.904989 -0.511076 0.3 0.1 0.0 0.421
H -10.251603 3.316707 0.866909 0.0 -0.1 0.1 0.296
H -6.739988 3.367171 -0.269765 0.1 0.1 0.0 0.347
H -6.616625 5.109992 -0.005895 0.0 0.0 0.0 0.323
H -7.773765 4.494094 -1.177424 -0.1 0.0 0.1 0.385
H -8.050067 7.025055 4.273828 0.0 0.2 0.0 0.318
H -8.267525 8.074579 2.852365 -0.1 -0.1 0.0 0.327
H -6.828632 7.079081 2.988823 0.0 0.0 0.0 0.318
H -10.386611 6.011312 3.544400 0.0 -0.1 0.0 0.273
H -10.498035 5.413317 1.872929 0.2 -0.1 0.0 0.186
H -10.291659 7.116707 2.159047 0.2 0.1 0.0 0.366
```
Forces are in eV/Å.

***

(2)
# C50H63ClGeMoN4O2P2S

A molecular structure, C50H63ClGeMoN4O2P2S in a non-equilibrium geometry (ωB97M-V/def2-TZVPD, the OMol25 dataset).

Output
ΔE to the lowest compared entry with this formula, charge and spin, kcal per mole: 34.8
Kohn-Sham gap (spin up / spin down), eV: 7.24 / 7.08
Charge: 0
Highest occupied orbital energy (spin up / spin down), eV: -7.134 / -7.168
Spin multiplicity: 3
Lowest unoccupied orbital energy (spin up / spin down), eV: 0.11 / -0.08
Expectation value of S²: 2.186

Geometry as XYZ:
```
125
Properties=species:S:1:pos:R:3:forces:R:3:lowdin_spin:R:1
Mo -0.206789 -0.415471 0.293320 -1.6 -1.0 0.2 1.991
N -0.213100 -2.508894 -1.051423 -0.1 0.3 0.2 0.013
C 0.696752 -3.646839 -0.859243 0.1 0.0 0.1 0.000
C 1.666542 -3.409936 0.308509 0.0 0.0 -0.1 0.003
N 1.071176 -2.512937 1.292410 0.0 0.1 0.0 0.010
H -1.067939 -2.666680 -0.518428 -0.1 -0.1 -0.1 0.000
H -0.508324 -2.449397 -2.017523 0.0 -0.1 0.0 0.001
H 1.278971 -3.796380 -1.769232 0.0 0.0 0.0 0.000
H 0.125812 -4.563490 -0.686042 0.0 0.0 0.0 0.000
H 2.575010 -2.930360 -0.057833 0.0 0.0 0.0 0.001
H 1.958152 -4.380770 0.723162 0.0 0.0 0.0 0.000
H 1.748115 -2.234774 1.991407 0.0 0.1 0.0 0.001
H 0.286105 -2.927872 1.782993 0.0 0.1 0.0 0.000
C 6.861472 2.331744 -3.919904 -0.1 -0.2 0.0 0.000
S 6.064093 0.762362 -4.330227 -0.1 0.0 0.1 0.000
C 5.304238 0.406015 -2.717368 0.1 0.0 -0.2 0.000
C 4.150398 -0.568875 -2.887211 0.0 0.1 0.0 0.001
C 3.350347 -0.796508 -1.602789 0.1 0.1 -0.1 0.004
N 2.976429 0.447916 -0.856992 -0.5 -0.2 0.1 0.016
P 3.021887 0.109955 0.891068 0.5 0.2 0.2 0.025
C 3.387252 1.736863 1.645277 -0.1 0.0 -0.1 0.001
C 4.052640 2.770160 0.996883 0.0 0.0 0.1 0.000
C 4.348127 3.946084 1.669363 0.0 0.0 0.0 0.000
C 3.989875 4.093331 3.001584 0.0 0.0 0.0 0.000
C 3.341473 3.059489 3.662877 0.0 0.0 0.0 0.000
C 3.037963 1.888944 2.985939 0.0 0.0 0.0 0.000
C 4.712583 -0.605215 1.124801 -0.1 0.0 -0.1 0.007
C 4.826409 -1.811798 1.808394 -0.1 0.0 0.0 0.001
C 6.069666 -2.384172 2.050072 0.0 0.0 0.0 0.000
C 7.217039 -1.755282 1.596569 0.0 0.0 0.0 0.000
C 7.117008 -0.546481 0.916886 0.0 0.0 0.0 0.000
C 5.877407 0.026382 0.690496 0.0 0.0 0.0 0.001
P 1.270466 0.869073 -1.169207 1.0 0.8 -0.6 0.105
C 1.173846 0.749128 -2.993961 -0.2 -0.2 0.1 0.009
C 1.913424 1.546207 -3.865578 0.0 0.1 0.0 0.001
C 1.744126 1.429444 -5.234479 0.0 0.0 0.0 0.000
C 0.828432 0.520769 -5.752260 0.0 0.0 0.0 0.000
C 0.080890 -0.269243 -4.894303 0.0 0.0 0.0 0.000
C 0.255924 -0.152242 -3.522215 0.1 0.0 0.0 0.004
C 1.197633 2.686559 -0.978799 -0.1 -0.1 0.1 0.011
C 2.219780 3.562556 -1.336641 0.0 0.0 -0.1 0.001
C 2.045061 4.930985 -1.227200 0.0 0.0 0.0 0.001
C 0.843563 5.447065 -0.757990 0.0 -0.1 0.0 0.000
C -0.184148 4.584812 -0.410671 0.0 0.0 0.0 0.000
C -0.009402 3.213167 -0.522815 0.1 0.0 0.0 0.001
H 7.422603 2.649648 -4.795957 0.0 0.0 0.0 0.000
H 7.548592 2.206076 -3.084453 0.0 0.0 0.0 0.000
H 6.112109 3.085190 -3.679183 0.0 0.0 0.0 0.000
H 4.939953 1.351386 -2.310203 0.0 0.0 0.1 0.000
H 6.064564 0.003387 -2.047900 0.0 0.0 0.1 0.000
H 4.536008 -1.543953 -3.199839 0.0 0.0 0.0 0.000
H 3.506156 -0.214297 -3.686858 0.0 0.0 0.0 0.000
H 3.967780 -1.409799 -0.946595 0.0 0.0 0.0 0.000
H 2.461505 -1.390485 -1.850193 0.0 0.0 0.0 0.002
H 4.333691 2.648594 -0.040107 0.0 0.0 0.0 0.000
H 4.859019 4.748334 1.151604 0.0 0.0 0.0 0.000
H 4.209554 5.015328 3.524150 0.0 0.0 0.0 0.000
H 3.059865 3.170881 4.701683 0.0 0.0 0.0 0.000
H 2.513892 1.088261 3.495800 0.0 0.0 0.0 0.000
H 3.937048 -2.315304 2.169297 0.0 0.0 0.0 0.000
H 6.136249 -3.319975 2.589658 0.0 0.0 0.0 0.000
H 8.187754 -2.199631 1.773415 0.0 0.0 0.0 0.000
H 8.012684 -0.045454 0.571381 0.0 0.0 0.0 0.000
H 5.813101 0.976970 0.178651 0.0 0.0 0.0 0.000
H 2.636551 2.252996 -3.484006 0.0 0.0 0.0 0.000
H 2.336455 2.044199 -5.899583 0.0 0.0 0.0 0.000
H 0.698194 0.432563 -6.822965 0.0 0.0 0.0 0.000
H -0.648108 -0.964929 -5.290520 0.0 0.0 0.0 0.000
H -0.340630 -0.739638 -2.836682 0.0 0.1 -0.1 0.002
H 3.167549 3.181256 -1.693987 0.0 0.0 0.0 0.000
H 2.852380 5.597435 -1.504421 0.0 0.0 0.0 0.000
H 0.714804 6.516909 -0.655600 0.0 0.0 0.0 0.000
H -1.122979 4.970819 -0.035138 0.0 0.0 0.0 0.000
H -0.808274 2.540236 -0.240025 0.0 0.0 0.0 -0.002
C -3.240145 -0.758341 -3.235984 0.0 0.1 0.0 -0.011
Ge -2.881047 0.793983 -2.061661 -0.1 0.0 -0.3 -0.023
C -4.653182 1.384088 -1.450250 0.1 0.0 0.0 -0.002
C -2.152328 2.301296 -3.101424 0.0 -0.1 0.1 0.002
C -1.877715 0.160971 -0.520597 0.8 0.1 0.1 -0.262
H -3.977403 -0.480717 -3.991666 0.0 0.0 0.0 -0.001
H -3.655401 -1.570288 -2.635113 0.0 0.0 0.0 0.000
H -2.351219 -1.127590 -3.748208 0.0 0.0 0.0 0.000
H -5.222590 1.764209 -2.300542 0.0 0.0 0.0 0.000
H -4.572243 2.178537 -0.706970 0.0 0.0 0.0 0.000
H -5.209986 0.558705 -1.002926 0.0 0.0 0.0 0.000
H -2.591241 2.301664 -4.100797 0.0 0.0 0.0 0.000
H -1.068912 2.282047 -3.200666 0.0 0.0 0.0 0.000
H -2.430092 3.234068 -2.607790 0.0 0.0 0.0 0.000
H -2.675467 -0.089335 0.192476 0.1 0.0 0.1 0.001
Cl -1.590885 2.008672 2.239554 -0.3 0.1 0.1 0.002
C -0.078556 1.104301 1.863991 0.2 -0.1 -0.2 -0.005
H 0.149318 0.567454 2.789269 0.0 -0.1 0.0 0.005
H 0.671456 1.884933 1.744661 0.0 0.0 0.0 0.006
C -7.939230 -0.524484 5.824579 0.0 0.0 0.0 0.000
C -6.880414 -0.353570 4.766880 0.0 0.0 0.0 0.000
C -6.123039 0.808509 4.726120 0.0 0.0 0.0 0.000
C -5.144940 0.980215 3.761711 0.1 -0.1 -0.1 0.000
C -4.931432 0.007725 2.801724 0.0 0.1 -0.1 0.001
C -5.685080 -1.155748 2.823425 0.0 0.0 0.2 0.000
N -5.626462 -2.124187 1.795008 0.0 0.1 -0.2 0.000
C -4.652765 -2.858089 1.141164 0.0 -0.2 0.2 0.001
C -5.176407 -3.748791 0.176025 0.0 0.0 0.0 0.000
C -4.414600 -4.694082 -0.468077 0.0 0.0 0.0 0.000
C -3.062337 -4.802771 -0.169601 0.1 0.0 0.0 0.000
C -2.524796 -3.892607 0.718144 -0.1 0.0 -0.1 0.000
C -3.261790 -2.883914 1.348169 0.1 0.0 0.1 0.002
C -2.434336 -1.968775 2.241093 -0.1 0.0 -0.2 0.008
O -2.731971 -1.773440 3.399514 0.0 0.0 0.0 0.009
O -1.361687 -1.523782 1.645312 -0.1 -0.2 0.4 0.051
C -6.647381 -1.359228 3.825591 0.1 -0.1 0.0 0.000
C -7.427121 -2.648778 3.903005 0.0 0.1 0.0 0.000
H -8.054205 0.391741 6.401734 0.0 0.0 0.0 0.000
H -7.685378 -1.328301 6.519842 0.0 0.0 0.0 0.000
H -8.906465 -0.771937 5.382441 0.0 0.0 0.0 0.000
H -6.299166 1.585350 5.460858 0.0 0.0 0.0 0.000
H -4.552311 1.882638 3.745902 0.1 0.1 0.0 0.000
H -4.192037 0.165246 2.028619 0.0 0.0 0.0 0.001
H -6.543681 -2.458189 1.555798 0.0 0.0 0.0 0.000
H -6.238644 -3.698154 -0.039281 0.0 0.0 0.0 0.000
H -4.878275 -5.362430 -1.182371 0.0 0.0 0.0 0.000
H -2.448141 -5.573371 -0.617275 0.0 0.0 0.0 0.000
H -1.475616 -3.979220 0.975216 0.0 0.0 0.0 0.000
H -6.898407 -3.464019 3.412564 0.0 0.0 0.0 0.000
H -8.418040 -2.554238 3.446387 0.0 0.0 0.0 0.000
H -7.580661 -2.940368 4.941318 0.0 0.0 0.0 0.000
```
Forces are in eV/Å.

***

Which value of charge does entry 1 give? 0